This record from the OMol25 dataset describes a cluster of 4 separate species, C11H27Cl2N2O6P in total. The level of theory is ωB97M-V with the def2-TZVPD basis set.

Cartesian coordinates (Å):
1 C -7.03 3.30 -3.64
2 O -5.77 3.29 -2.97
3 P -5.77 3.04 -1.42
4 O -6.85 3.70 -0.68
5 O -5.69 1.48 -1.20
6 C -6.86 0.71 -0.91
7 O -4.29 3.47 -1.12
8 C -3.80 3.33 0.20
9 H -7.85 2.96 -3.01
10 H -6.95 2.67 -4.53
11 H -7.28 4.33 -3.93
12 H -7.75 1.35 -0.85
13 H -6.72 0.21 0.05
14 H -6.98 -0.05 -1.68
15 H -4.59 3.21 0.94
16 H -3.23 4.21 0.49
17 H -3.14 2.45 0.26
18 C 3.21 -3.70 5.27
19 N 3.22 -3.16 3.92
20 C 2.20 -3.38 3.04
21 C 2.42 -2.87 1.63
22 O 1.21 -4.02 3.36
23 H 3.79 -4.63 5.34
24 H 2.19 -3.89 5.58
25 H 3.70 -2.99 5.95
26 H 3.96 -2.53 3.68
27 H 3.21 -2.14 1.50
28 H 1.48 -2.46 1.28
29 H 2.64 -3.76 1.04
30 C 4.65 0.86 -2.13
31 N 5.44 -0.19 -1.51
32 C 4.93 -1.29 -0.92
33 C 5.93 -2.18 -0.22
34 O 3.74 -1.57 -0.95
35 H 3.67 0.46 -2.36
36 H 5.13 1.15 -3.06
37 H 4.54 1.73 -1.48
38 H 6.42 0.00 -1.38
39 H 5.73 -2.12 0.85
40 H 6.98 -1.98 -0.43
41 H 5.74 -3.22 -0.49
42 Cl 2.07 1.49 0.70
43 C 1.30 0.57 -0.62
44 C -0.20 0.50 -0.50
45 Cl -0.71 -0.46 0.90
46 H 1.72 -0.43 -0.63
47 H 1.56 1.06 -1.56
48 H -0.62 0.03 -1.39
49 H -0.69 1.47 -0.41

Its total energy is -61447.251 eV. As for the LUMO energy: 0.50 eV. The calculation puts the orbital gap at 9.8 eV. As for the SMILES: COP(=O)(OC)OC.CNC(C)=O.CNC(C)=O.ClCCCl. The calculation puts the maximum force at 0.80 eV/Å. The value obtained for the HOMO energy is -9.31 eV. The charge is 0.

Charges per atom according to Löwdin partitioning, unit e: number 1, C, carries -0.09; number 2, O, carries -0.20; number 3, P, carries 0.31; number 4, O, carries -0.23; number 5, O, carries -0.21; number 6, C, carries -0.08; number 7, O, carries -0.19; number 8, C, carries -0.09; number 9, H, carries 0.08; number 10, H, carries 0.09; number 11, H, carries 0.09; number 12, H, carries 0.08; number 13, H, carries 0.09; number 14, H, carries 0.09; number 15, H, carries 0.09; number 16, H, carries 0.09; number 17, H, carries 0.08; number 18, C, carries -0.08; number 19, N, carries 0.00; number 20, C, carries -0.55; number 21, C, carries 0.00; number 22, O, carries 0.04; number 23, H, carries 0.08; number 24, H, carries 0.08; number 25, H, carries 0.08; number 26, H, carries 0.12; number 27, H, carries 0.05; number 28, H, carries 0.05; number 29, H, carries 0.09; number 30, C, carries -0.06; number 31, N, carries 0.01; number 32, C, carries -0.55; number 33, C, carries 0.00; number 34, O, carries 0.02; number 35, H, carries 0.07; number 36, H, carries 0.08; number 37, H, carries 0.08; number 38, H, carries 0.13; number 39, H, carries 0.08; number 40, H, carries 0.07; number 41, H, carries 0.09; number 42, Cl, carries 0.55; number 43, C, carries -0.68; number 44, C, carries -0.66; number 45, Cl, carries 0.56; number 46, H, carries 0.04; number 47, H, carries 0.07; number 48, H, carries 0.08; number 49, H, carries 0.06


This record from the OMol25 dataset describes a structure of composition C31H39F4N5OPbS2Si at a distorted geometry. The level of theory is ωB97M-V with the def2-TZVPD basis set.

Cartesian coordinates (Å):
1 Pb -1.25 -0.93 -0.07
2 C 0.97 -3.46 0.05
3 N -0.43 -3.32 0.43
4 C -1.29 -4.27 -0.40
5 C -0.59 -3.54 1.88
6 C -0.47 -2.33 2.81
7 N -1.30 -1.28 2.19
8 C -2.10 -0.48 2.96
9 C -1.78 -0.03 4.22
10 F -0.49 -0.28 4.71
11 C -2.60 0.79 4.99
12 F -2.14 1.15 6.20
13 C -3.84 1.24 4.52
14 C -4.20 0.82 3.21
15 F -5.44 1.08 2.77
16 C -3.40 -0.09 2.48
17 F -3.72 -0.46 1.20
18 H 1.29 -4.51 0.03
19 H 1.18 -2.98 -0.92
20 H 1.65 -2.99 0.84
21 H -1.04 -5.23 -0.05
22 H -2.36 -4.10 -0.24
23 H -1.05 -4.06 -1.47
24 H -1.65 -3.84 2.01
25 H 0.11 -4.32 2.18
26 H -0.82 -2.66 3.78
27 H 0.53 -1.94 3.05
28 H -4.52 1.72 5.19
29 C 6.20 -0.68 2.03
30 Si 4.50 -0.02 1.79
31 C 3.37 -0.74 3.11
32 C 4.59 1.76 2.36
33 C 4.08 -0.39 -0.04
34 C 5.11 -0.99 -0.88
35 C 4.87 -1.32 -2.21
36 C 3.57 -1.05 -2.64
37 N 2.60 -0.63 -1.90
38 C 2.81 -0.26 -0.60
39 S 1.44 0.29 0.28
40 H 6.46 -0.44 3.07
41 H 6.91 -0.24 1.41
42 H 6.32 -1.75 2.00
43 H 3.04 -1.78 2.93
44 H 2.53 -0.08 3.34
45 H 3.92 -0.81 4.06
46 H 5.33 2.34 1.81
47 H 5.05 1.71 3.34
48 H 3.67 2.39 2.42
49 H 6.06 -1.20 -0.39
50 H 5.68 -1.64 -2.84
51 H 3.35 -1.08 -3.75
52 S -1.13 4.01 1.46
53 C -0.81 2.31 1.50
54 N -1.56 1.55 0.77
55 C -2.52 2.28 0.10
56 C -3.42 1.76 -0.87
57 C -4.06 2.72 -1.64
58 C -3.88 4.11 -1.46
59 C -3.07 4.61 -0.49
60 C -2.35 3.67 0.25
61 H -0.07 1.92 2.23
62 H -3.59 0.66 -1.03
63 H -4.79 2.45 -2.37
64 H -4.30 4.83 -2.15
65 H -2.82 5.64 -0.30
66 O -1.03 -2.14 -3.15
67 C -0.87 -0.99 -3.59
68 C -1.93 -0.49 -4.54
69 C -2.74 0.69 -4.04
70 C -2.00 2.03 -4.21
71 C -0.73 2.12 -3.33
72 C 0.38 1.18 -3.71
73 N 0.17 -0.20 -3.23
74 H -2.61 -1.35 -4.71
75 H -1.55 -0.18 -5.54
76 H -2.94 0.56 -2.99
77 H -3.75 0.79 -4.50
78 H -2.64 2.90 -4.04
79 H -1.70 2.14 -5.23
80 H -0.82 2.15 -2.24
81 H -0.31 3.15 -3.52
82 H 1.36 1.51 -3.33
83 H 0.48 1.09 -4.81
84 H 0.86 -0.56 -2.52

The energy above the lowest of the compared OMol25 structures with the same formula, charge and spin comes out at 10.0 kJ/mol. Its total energy is -87944.486 eV. As for the LUMO energy: 0.26 eV. The calculation puts the orbital gap at 7.7 eV. The calculation puts the maximum force at 2.81 eV/Å. The value obtained for the HOMO energy is -7.41 eV. The charge is 0.

Charges per atom according to Löwdin partitioning, unit e: number 1, Pb, carries 1.29; number 2, C, carries -0.12; number 3, N, carries -0.38; number 4, C, carries -0.06; number 5, C, carries -0.20; number 6, C, carries -0.21; number 7, N, carries -0.16; number 8, C, carries -0.25; number 9, C, carries -0.12; number 10, F, carries 0.04; number 11, C, carries -0.22; number 12, F, carries 0.09; number 13, C, carries 0.07; number 14, C, carries -0.21; number 15, F, carries 0.08; number 16, C, carries -0.14; number 17, F, carries -0.02; number 18, H, carries 0.09; number 19, H, carries 0.08; number 20, H, carries 0.10; number 21, H, carries 0.07; number 22, H, carries 0.09; number 23, H, carries 0.09; number 24, H, carries 0.12; number 25, H, carries 0.12; number 26, H, carries 0.12; number 27, H, carries 0.10; number 28, H, carries 0.12; number 29, C, carries -0.20; number 30, Si, carries 0.50; number 31, C, carries -0.20; number 32, C, carries -0.19; number 33, C, carries -0.24; number 34, C, carries -0.06; number 35, C, carries -0.07; number 36, C, carries -0.18; number 37, N, carries -0.01; number 38, C, carries -0.78; number 39, S, carries 0.54; number 40, H, carries 0.04; number 41, H, carries 0.01; number 42, H, carries 0.04; number 43, H, carries 0.02; number 44, H, carries 0.02; number 45, H, carries 0.03; number 46, H, carries 0.03; number 47, H, carries 0.02; number 48, H, carries 0.04; number 49, H, carries 0.08; number 50, H, carries 0.09; number 51, H, carries 0.13; number 52, S, carries 1.08; number 53, C, carries -0.48; number 54, N, carries -0.09; number 55, C, carries -0.32; number 56, C, carries -0.04; number 57, C, carries -0.08; number 58, C, carries -0.08; number 59, C, carries -0.09; number 60, C, carries -0.45; number 61, H, carries 0.09; number 62, H, carries 0.09; number 63, H, carries 0.10; number 64, H, carries 0.11; number 65, H, carries 0.11; number 66, O, carries -0.05; number 67, C, carries -0.53; number 68, C, carries -0.11; number 69, C, carries -0.20; number 70, C, carries -0.18; number 71, C, carries -0.17; number 72, C, carries -0.18; number 73, N, carries 0.07; number 74, H, carries 0.13; number 75, H, carries 0.13; number 76, H, carries 0.06; number 77, H, carries 0.13; number 78, H, carries 0.10; number 79, H, carries 0.09; number 80, H, carries 0.10; number 81, H, carries 0.12; number 82, H, carries 0.12; number 83, H, carries 0.12; number 84, H, carries 0.07


This record from the OMol25 dataset describes an isolated molecule of C5H9NO at a distorted geometry. The level of theory is ωB97M-V with the def2-TZVPD basis set.

Cartesian coordinates (Å):
1 C -1.90 -0.42 -0.01
2 C -1.12 0.67 0.68
3 N 0.01 0.33 1.55
4 C 0.25 1.06 0.29
5 C 1.00 0.46 -0.87
6 C 2.12 -0.44 -0.58
7 O 0.99 -1.20 -0.96
8 H -2.47 -0.03 -0.86
9 H -2.61 -0.86 0.70
10 H -1.24 -1.21 -0.37
11 H -1.75 1.46 1.10
12 H 0.23 -0.66 1.42
13 H 0.53 2.10 0.48
14 H 0.64 -0.11 -1.82
15 H 3.00 -0.48 -1.22
16 H 2.31 -0.67 0.47

The energy above the lowest of the compared OMol25 structures with the same formula, charge and spin comes out at 516.5 kJ/mol. Its total energy is -8863.860 eV. As for the LUMO energy: 1.07 eV. The calculation puts the orbital gap at 10.5 eV. As for the SMILES: C[C@H]1N[C@H]1[C@H]1CO1. The calculation puts the maximum force at 3.13 eV/Å. The value obtained for the HOMO energy is -9.44 eV. The charge is 0.

Charges per atom according to Löwdin partitioning, unit e: number 1, C, carries -0.05; number 2, C, carries -0.32; number 3, N, carries 0.06; number 4, C, carries -0.26; number 5, C, carries -0.05; number 6, C, carries -0.21; number 7, O, carries -0.14; number 8, H, carries 0.08; number 9, H, carries 0.08; number 10, H, carries 0.07; number 11, H, carries 0.13; number 12, H, carries 0.09; number 13, H, carries 0.14; number 14, H, carries 0.16; number 15, H, carries 0.11; number 16, H, carries 0.12